Formula: C30H32N6O3RuS2
Source: the OMol25 dataset
Level of theory: the ωB97M-V functional and the def2-TZVPD basis

The HOMO energy (spin up / spin down) comes out at -0.373 / -0.396 Eh. The multiplicity is 6. As for the expectation value of S²: 8.7941. As for the net charge: +1. The HOMO-LUMO gap (spin up / spin down) comes out at 7.36 / 5.80 eV.

XYZ file:
```
74
Properties=species:S:1:pos:R:3:lowdin_charge:R:1
Ru -0.310 0.703 0.300 1.237
C -2.752 0.274 -1.746 -0.180
C -3.213 -0.615 -0.580 -0.178
N -2.165 -0.838 0.429 -0.142
C -2.645 -0.875 1.811 -0.257
C -3.266 0.444 2.259 -0.428
S -2.387 1.933 1.711 0.919
C -3.399 2.538 0.323 -0.405
C -2.627 2.640 -0.995 -0.258
N -1.913 1.418 -1.340 -0.155
H -2.156 -0.319 -2.435 0.092
H -3.640 0.612 -2.292 0.128
H -4.073 -0.166 -0.087 0.095
H -3.572 -1.562 -0.993 0.129
H -1.660 -1.697 0.237 0.103
H -3.389 -1.666 1.971 0.130
H -1.783 -1.104 2.440 0.106
H -4.303 0.543 1.939 0.076
H -3.280 0.470 3.347 0.083
H -4.272 1.895 0.230 0.071
H -3.761 3.529 0.592 0.084
H -3.338 2.918 -1.781 0.128
H -1.890 3.438 -0.923 0.101
H -1.287 1.615 -2.113 0.112
O 0.333 5.284 -0.853 0.081
C 0.554 5.738 0.389 -0.247
C 0.614 7.120 0.567 -0.001
C 0.846 7.642 1.818 -0.050
C 1.028 6.810 2.929 -0.072
C 0.973 5.450 2.767 -0.019
C 0.730 4.879 1.500 -0.077
C 0.644 3.439 1.346 -0.422
O 0.392 2.915 0.232 -0.127
N 0.857 2.702 2.470 0.084
N 0.749 1.425 2.244 -0.094
C 1.025 0.652 3.296 -0.032
C 1.056 -0.761 3.262 -0.131
C 1.238 -1.437 4.505 -0.043
C 1.302 -2.792 4.580 -0.073
C 1.212 -3.556 3.387 -0.049
C 1.065 -2.964 2.168 -0.015
C 0.976 -1.549 2.037 -0.363
O 0.874 -1.039 0.876 -0.165
H 0.364 4.306 -0.804 0.068
H 0.479 7.754 -0.298 0.125
H 0.892 8.717 1.941 0.114
H 1.214 7.236 3.905 0.107
H 1.112 4.786 3.607 0.109
H 1.243 1.163 4.233 0.132
H 1.316 -0.834 5.402 0.117
H 1.430 -3.289 5.531 0.109
H 1.275 -4.636 3.450 0.114
H 1.027 -3.543 1.255 0.115
S 3.621 -3.132 -3.817 1.043
C 2.302 -2.230 -3.071 -0.488
C 1.036 -2.741 -2.790 -0.044
C 0.102 -1.908 -2.207 -0.143
N 0.323 -0.630 -1.897 -0.012
C 1.541 -0.148 -2.176 -0.145
C 2.547 -0.893 -2.751 -0.078
C 2.915 -4.757 -3.997 -0.547
C 2.178 -5.083 -5.125 -0.081
C 1.649 -6.364 -5.215 -0.129
N 1.812 -7.293 -4.277 0.072
C 2.540 -6.972 -3.211 -0.131
C 3.117 -5.723 -3.025 -0.077
H 0.778 -3.762 -3.018 0.107
H -0.892 -2.289 -1.988 0.107
H 1.720 0.893 -1.929 0.107
H 3.511 -0.442 -2.945 0.113
H 2.017 -4.361 -5.914 0.112
H 1.062 -6.652 -6.080 0.112
H 2.677 -7.751 -2.470 0.111
H 3.708 -5.509 -2.144 0.110
```

---

Formula: C12H8Cl2N4O2
Source: the OMol25 dataset
Level of theory: the ωB97M-V functional and the def2-TZVPD basis

The HOMO energy comes out at -0.350 Eh. The multiplicity is 1. As for the net charge: 0. The SMILES is O=C(NNC(=O)c1ccc(Cl)cc1Cl)c1cnccn1. The HOMO-LUMO gap comes out at 9.42 eV.

XYZ file:
```
28
Properties=species:S:1:pos:R:3:lowdin_charge:R:1
O -4.054 -1.651 0.098 0.092
C -2.949 -1.202 0.304 -0.425
N -1.940 -2.007 0.748 0.094
N -0.599 -1.663 0.782 0.048
C 0.003 -1.162 -0.334 -0.451
O -0.551 -1.136 -1.413 0.098
C 1.430 -0.738 -0.177 -0.134
C 2.217 -0.900 -1.319 -0.002
C 3.549 -0.546 -1.351 -0.083
C 4.122 0.006 -0.214 -0.668
C 3.364 0.205 0.929 -0.132
C 2.028 -0.167 0.947 -0.564
Cl 1.164 0.167 2.409 0.765
H 3.810 0.650 1.804 0.103
Cl 5.781 0.460 -0.215 0.703
H 4.137 -0.690 -2.243 0.110
H 1.741 -1.315 -2.194 0.126
H -0.222 -1.439 1.697 0.065
H -2.143 -3.002 0.724 0.164
C -2.620 0.241 0.125 -0.180
N -1.690 0.803 0.894 0.120
C -1.440 2.086 0.696 -0.110
C -2.122 2.821 -0.265 -0.110
N -3.051 2.267 -1.029 0.092
C -3.301 0.984 -0.841 -0.047
H -4.055 0.526 -1.464 0.126
H -1.929 3.873 -0.427 0.105
H -0.682 2.527 1.329 0.096
```

---

Formula: C5H10O2
Source: the OMol25 dataset
Level of theory: the ωB97M-V functional and the def2-TZVPD basis

The HOMO energy comes out at -0.302 Eh. The multiplicity is 1. As for the net charge: 0. The SMILES is C=C/C=C(/C)O.O. The HOMO-LUMO gap comes out at 9.00 eV.

XYZ file:
```
17
Properties=species:S:1:pos:R:3:lowdin_charge:R:1
C 1.714 0.656 0.417 0.001
C 0.957 -0.352 0.880 -0.182
C -0.519 -0.366 0.855 -0.090
C -1.369 0.244 1.724 -0.377
O -1.232 1.523 2.212 0.035
C -2.672 -0.337 2.206 -0.038
H 2.616 0.418 -0.126 0.056
H 1.102 1.533 0.229 0.058
H 1.357 -1.350 1.044 0.093
H -1.071 -1.114 0.292 0.104
H -0.287 1.713 2.180 0.093
H -2.737 -1.416 2.057 0.078
H -3.574 0.119 1.801 0.079
H -2.691 -0.183 3.296 0.091
H 1.966 -0.758 -6.006 0.039
H 2.450 -1.908 -6.906 0.032
O 2.750 -1.101 -6.468 -0.071
```

---

Formula: C5H8N4O
Source: the OMol25 dataset
Level of theory: the ωB97M-V functional and the def2-TZVPD basis

The HOMO energy comes out at -0.360 Eh. The multiplicity is 1. As for the net charge: 0. The SMILES is CCc1c[nH]nn1.N=C=O. The HOMO-LUMO gap comes out at 10.42 eV.

XYZ file:
```
18
Properties=species:S:1:pos:R:3:lowdin_charge:R:1
C 1.267 1.578 -0.517 -0.059
C -1.430 -2.567 1.530 -0.446
C 0.352 0.877 0.251 -0.332
C -1.026 -0.034 -1.537 -0.111
C -1.015 0.465 -0.143 -0.207
N 2.449 1.355 0.051 0.010
N 1.060 0.233 1.164 0.024
N 2.294 0.578 1.097 -0.005
N -0.276 -2.386 1.741 0.209
O -2.546 -2.906 1.368 0.120
H 0.980 2.327 -1.258 0.131
H -0.852 0.820 -2.286 0.101
H -1.902 -0.482 -1.806 0.033
H -0.192 -0.721 -1.831 0.103
H -1.259 -0.413 0.658 0.130
H -1.610 1.339 0.076 0.109
H 3.322 1.577 -0.377 0.153
H 0.384 -1.639 1.818 0.036
```

---

Formula: C22H24BeN2O2
Source: the OMol25 dataset
Level of theory: the ωB97M-V functional and the def2-TZVPD basis

The HOMO energy (spin up / spin down) comes out at 0.035 / 0.035 Eh. The multiplicity is 1. As for the net charge: -2. The HOMO-LUMO gap (spin up / spin down) comes out at 3.87 / 3.88 eV.

XYZ file:
```
51
Properties=species:S:1:pos:R:3:lowdin_charge:R:1
C 0.170 1.187 -4.634 -0.251
C -1.039 0.498 -4.455 -0.287
C -0.767 -0.689 -3.764 -0.247
C 0.607 -0.731 -3.522 -0.243
C 1.186 0.426 -4.046 -0.236
Be 0.370 2.190 -1.110 -0.160
N 1.940 2.531 -1.585 -0.131
C -0.585 3.231 -1.419 -0.320
C -1.553 2.256 -1.379 -0.038
H -1.516 -1.462 -3.449 0.067
H -2.053 0.844 -4.806 0.057
H 1.163 -1.575 -3.022 0.074
H 2.267 0.713 -3.972 0.068
H 0.299 2.178 -5.136 0.062
H -1.915 1.732 -2.390 0.107
H -0.665 3.983 -0.620 0.090
H 2.219 3.407 -1.056 -0.196
H -2.191 2.030 -0.391 0.085
H -0.543 3.762 -2.443 0.118
C -2.866 -2.643 1.508 -0.055
C -2.381 -1.263 1.792 -0.236
C -3.229 -0.171 1.586 -0.060
C -2.803 1.127 1.832 -0.131
C -1.500 1.367 2.224 -0.044
C -0.592 0.286 2.326 -0.203
N 0.762 0.595 2.512 0.088
C 1.840 -0.040 1.901 -0.224
C 3.054 -0.068 2.612 -0.050
C 4.045 -0.966 2.205 -0.122
C 3.846 -1.774 1.059 -0.111
C 2.693 -1.613 0.292 -0.014
C 1.710 -0.689 0.667 -0.071
C 0.566 -0.366 -0.245 -0.562
O 0.090 -1.375 -0.777 0.032
O 0.143 0.796 -0.409 0.012
C -1.078 -1.046 2.242 -0.166
C -0.199 -2.213 2.592 -0.035
H -2.259 -3.135 0.739 0.094
H -2.849 -3.279 2.399 0.070
H -3.891 -2.610 1.148 0.067
H -4.222 -0.363 1.235 0.090
H -3.480 1.984 1.697 0.102
H -1.096 2.384 2.377 0.118
H 0.953 1.420 3.089 0.144
H 3.160 0.528 3.539 0.103
H 4.959 -1.070 2.826 0.088
H 4.612 -2.533 0.801 0.090
H 2.548 -2.183 -0.613 0.115
H 0.187 -2.704 1.679 0.095
H 0.663 -1.929 3.220 0.086
H -0.782 -2.966 3.142 0.069
```

---

Formula: C7H15ClOSi
Source: the OMol25 dataset
Level of theory: the ωB97M-V functional and the def2-TZVPD basis

The HOMO energy (spin up / spin down) comes out at -0.128 / -0.372 Eh. The multiplicity is 3. As for the expectation value of S²: 2.0044. As for the net charge: 0. The HOMO-LUMO gap (spin up / spin down) comes out at 4.48 / 7.84 eV.

XYZ file:
```
25
Properties=species:S:1:pos:R:3:lowdin_charge:R:1
C -0.955 0.688 -2.251 -0.211
C -2.019 1.404 -1.500 -0.147
C -0.290 -0.261 -1.182 -0.200
C -1.240 2.237 -0.434 -0.186
C 0.304 0.580 -0.022 -0.303
C 2.686 -1.691 0.889 -0.224
C -0.263 -1.824 2.254 -0.225
O -0.664 1.390 0.549 -0.131
Si 1.193 -0.775 1.673 0.212
Cl 1.858 0.472 3.128 0.288
H -1.262 -0.052 -3.005 0.112
H -0.063 1.264 -2.618 0.127
H -2.503 2.215 -2.001 0.112
H -2.641 0.858 -0.909 0.089
H -1.169 -0.983 -1.014 0.129
H 0.466 -0.890 -1.839 0.140
H -0.395 2.749 -0.861 0.111
H -1.634 3.072 0.105 0.121
H 1.168 1.073 -0.572 0.137
H 2.416 -2.689 0.614 0.010
H 2.955 -1.224 0.035 -0.043
H 3.537 -1.630 1.656 0.049
H -0.116 -2.132 3.374 0.069
H -1.133 -1.202 2.216 0.013
H -0.236 -2.651 1.715 -0.050
```